1.
ORCA calculation (ωB97M-V with the def2-TZVPD basis set) on a structure of composition C23H13F10N2O2ReS4Te in a non-equilibrium geometry.

Calculated values
⟨S²⟩   3.777
E_LUMO (alpha / beta)   -4.98 / -5.10 eV
Spin multiplicity   4
E_tot   -4081.67727 a.u.
Energy relative to the best compared isomer or geometry (same formula, charge and spin)   25.5 kcal per mole
Charge   +1
Orbital gap (alpha / beta)   6.311 / 6.390 eV

The geometry in XYZ format:
```
56
Properties=species:S:1:pos:R:3:forces:R:3
Re -0.339415 -0.722818 0.608874 -0.51 0.22 -0.08
F -3.694288 -2.888253 0.061089 0.83 -0.54 0.04
Te -1.912104 -3.467861 0.852702 -1.73 -1.08 2.58
F -2.925589 -3.244806 2.420162 0.35 -0.02 -0.51
F -0.298121 -2.606281 1.847673 0.15 0.46 -1.12
F -2.152129 -1.244958 1.286229 -0.03 0.34 -0.29
F -1.341866 -5.014640 1.958585 -0.21 0.45 -1.03
O -1.042568 -2.020696 -0.895274 0.73 0.18 -0.15
S -1.145364 1.120207 -0.736357 0.27 -0.38 0.31
C -2.809621 0.568875 -0.857426 -0.01 0.20 0.03
N -3.610564 0.710787 0.223541 -0.11 -0.15 -0.13
C -4.868117 0.252470 0.236869 -0.15 -0.08 -0.01
C -5.385319 -0.304560 -0.902381 0.07 -0.07 -0.07
C -4.546475 -0.346874 -2.009381 0.04 0.07 0.14
N -3.286234 0.080700 -1.982296 0.06 -0.12 -0.14
H -3.196570 1.088204 1.071963 0.07 -0.02 0.02
H -5.424477 0.339459 1.158737 0.08 0.06 0.06
H -6.384249 -0.709291 -0.925836 -0.03 0.04 0.01
H -4.888946 -0.747830 -2.956280 -0.04 0.01 0.03
F 2.250704 -0.635082 2.473401 0.06 -0.11 0.10
C 1.279806 0.069590 3.075965 -0.14 0.06 -0.27
C 0.107809 0.329419 2.369383 0.03 -0.02 0.27
C -0.829285 1.086924 3.062352 0.29 -0.24 -0.23
F -2.003227 1.391262 2.449928 -0.14 0.15 0.23
C -0.651284 1.542193 4.352126 -0.05 0.04 -0.07
F -1.590025 2.263753 4.955718 -0.04 0.02 0.05
C 0.524132 1.229720 5.019597 0.02 -0.09 -0.16
F 0.707979 1.636063 6.262444 0.02 0.06 0.09
C 1.502188 0.487714 4.373611 -0.05 0.04 -0.01
F 2.630953 0.180362 5.002182 0.02 0.04 0.03
O 1.337293 -0.693797 -0.326644 0.77 -0.30 0.06
C 2.016278 -1.770545 -0.985528 0.26 -0.07 -0.14
C 3.357151 -1.236994 -1.432801 -0.07 0.34 -0.01
C 4.277372 -1.846803 -2.236000 -0.15 0.01 0.09
C 5.411312 -1.029074 -2.462174 0.10 0.06 -0.02
C 5.325503 0.166708 -1.814156 -0.04 -0.01 0.00
S 3.869709 0.326665 -0.931770 0.04 -0.16 -0.21
C 1.074838 -1.921372 -2.152767 -0.12 0.50 -0.37
C -0.354644 -2.415760 -2.044938 -0.23 0.15 -0.02
C -1.030926 -2.021140 -3.329842 0.03 0.11 0.22
C -0.235102 -1.434078 -4.209304 -0.14 -0.02 -0.20
S 1.405692 -1.205787 -3.608331 -0.05 -0.47 0.55
C 2.248236 -3.033929 -0.189264 -0.22 -0.15 0.09
C 3.169650 -3.146406 0.808966 -0.17 0.11 0.09
C 3.160111 -4.415982 1.439404 0.05 0.01 0.10
C 2.261852 -5.270095 0.888245 -0.07 -0.02 -0.13
S 1.433104 -4.550944 -0.420677 -0.13 0.32 0.14
H 4.150725 -2.843534 -2.637617 0.03 -0.02 0.01
H 6.251571 -1.321078 -3.074086 0.01 0.02 0.01
H 6.047124 0.967838 -1.815732 0.00 -0.01 0.03
H -0.292892 -3.527188 -2.086397 0.15 0.11 0.00
H -2.076253 -2.238506 -3.486321 -0.02 -0.03 -0.02
H -0.473632 -1.101534 -5.207945 0.03 0.02 0.01
H 3.816475 -2.333112 1.102764 0.02 0.04 0.01
H 3.792294 -4.677019 2.274581 0.00 0.00 0.00
H 2.026525 -6.282691 1.172438 0.06 -0.02 -0.02
```
Forces are in eV/Å.

2.
ORCA calculation (ωB97M-V with the def2-TZVPD basis set) on a structure of composition C11H23IrN2O4P2 in a non-equilibrium geometry.

Calculated values
⟨S²⟩   8.780
E_LUMO (alpha / beta)   -11.14 / -15.43 eV
Spin multiplicity   6
E_tot   -1629.12843 a.u.
Energy relative to the best compared isomer or geometry (same formula, charge and spin)   0.0 kcal per mole
Charge   +3
Orbital gap (alpha / beta)   7.021 / 2.726 eV

The geometry in XYZ format:
```
43
Properties=species:S:1:pos:R:3:forces:R:3
Ir -0.087914 -0.307641 1.118350 0.07 1.50 1.41
P 2.121860 -0.854212 1.213929 2.38 -1.77 0.29
C 2.423459 -1.323284 -0.538065 -0.84 -0.18 -0.37
C 1.151985 -1.620823 -1.289023 -0.26 1.23 2.08
N -0.016957 -1.136720 -0.810921 0.11 0.11 -0.22
C -1.215002 -1.315790 -1.412235 0.41 1.03 2.23
C -1.262679 -2.111201 -2.541873 -0.57 -0.93 -1.74
C -0.102077 -2.669117 -3.044774 0.03 -0.62 -0.96
C 1.107131 -2.433333 -2.411290 0.46 -1.01 -1.63
C -2.424002 -0.690756 -0.772750 0.84 0.06 -0.58
P -1.952481 0.779520 0.272122 -2.78 0.39 -0.73
H 2.070793 -2.833816 -2.725541 -0.39 -0.18 -0.40
H -2.258110 -2.248886 -2.955627 0.28 -0.31 -0.43
H -0.134828 -3.286249 -3.947152 -0.01 0.13 0.32
H -3.145040 -0.387106 -1.539298 -0.08 -0.29 0.05
H -2.912473 -1.392993 -0.079015 0.09 -0.18 -0.19
H 2.948864 -0.455184 -0.973628 -0.07 -0.21 -0.34
H 3.078924 -2.202320 -0.561745 0.11 0.23 -0.29
H 1.815132 3.994947 -1.358907 1.09 -0.04 -0.89
O 2.574305 3.689062 -1.917053 -1.24 0.04 0.51
H 2.441233 4.100692 -2.787196 0.08 -0.02 0.43
H -1.379981 4.954743 0.750120 0.25 1.01 -0.25
O -1.055770 5.691609 0.191913 -0.55 -0.53 0.56
H -1.489789 6.491980 0.548959 0.31 -0.51 -0.24
C -2.160970 2.135886 -0.893437 0.77 0.13 -0.04
H -3.146449 2.102884 -1.366693 0.03 -0.11 0.21
H -2.041268 3.078024 -0.360620 0.01 0.14 -0.14
H -1.388200 2.056894 -1.654074 0.07 0.26 -0.19
C -3.446512 0.924236 1.319090 0.62 -0.11 0.38
H -3.323894 1.845290 1.897795 -0.22 -0.13 0.06
H -4.367815 0.979187 0.722571 0.36 0.02 -0.01
H -3.490501 0.066206 1.997431 -0.13 0.21 0.00
C 2.193811 -2.489248 2.062936 -0.58 0.34 -0.08
H 3.129299 -3.012102 1.821147 -0.21 0.22 0.08
H 2.143452 -2.272193 3.138069 0.06 -0.27 -0.16
H 1.319246 -3.082398 1.766732 0.29 -0.05 0.21
C 3.683011 -0.118436 1.716679 -0.34 0.74 -0.04
H 3.611428 0.083138 2.783689 0.13 0.16 0.09
H 4.538840 -0.776186 1.536510 -0.29 -0.14 -0.10
H 3.812988 0.811796 1.168637 0.22 0.22 0.13
O -1.430774 -1.952259 4.267475 1.77 3.20 -2.77
N -0.983468 -1.148564 3.553209 -2.11 -3.33 4.27
O -0.948822 -1.665293 2.093556 -0.18 -0.41 -0.53
```
Forces are in eV/Å.

3.
ORCA calculation (ωB97M-V with the def2-TZVPD basis set) on a cluster of 10 separate species, C44H114N6O14 in total in a non-equilibrium geometry.

Calculated values
E_LUMO   0.30 eV
Spin multiplicity   1
E_tot   -3126.18396 a.u.
SMILES   COC[C@H](C)N.COC[C@H](C)N.COCCNCCOC.COCCNCCOC.COCCNCCOC.COCCNCCOC.CC(C)O.CC(C)O.CC(C)O.CC(C)O
Energy relative to the best compared isomer or geometry (same formula, charge and spin)   204.0 kcal per mole
Charge   0
Orbital gap   8.888 eV

The geometry in XYZ format:
```
178
Properties=species:S:1:pos:R:3:forces:R:3
C 12.182558 -2.822094 0.721178 -0.98 -0.32 -1.41
O 11.395988 -1.878824 0.003588 -0.82 0.06 0.30
C 9.952238 -2.122714 0.095588 2.02 1.33 0.76
C 9.338528 -0.974334 -0.676092 -0.36 0.24 -0.93
C 9.391168 0.437186 -0.091802 1.38 0.42 0.43
N 7.980148 -1.286324 -0.971172 -2.01 -0.67 -0.48
H 13.227998 -2.698594 0.438498 -0.04 0.45 0.47
H 11.900438 -3.772114 0.267368 0.10 -0.67 0.54
H 11.957248 -2.807394 1.787538 0.33 0.01 0.11
H 9.682718 -3.113304 -0.270722 -0.02 0.08 -0.38
H 9.669938 -2.057144 1.146348 -0.13 -0.12 0.34
H 9.816728 -1.054394 -1.652322 0.45 0.55 -0.02
H 10.389268 0.872796 -0.138112 0.42 -0.41 0.69
H 8.982738 0.447846 0.918728 0.30 -0.09 0.24
H 8.874998 1.258796 -0.588412 -0.75 -0.69 -0.74
H 7.540548 -0.469804 -1.371362 -0.05 0.00 -0.34
H 7.400948 -1.472784 -0.165032 0.17 -0.19 0.44
C -7.179962 4.724206 -1.686562 -1.14 -2.51 2.68
O -6.446892 5.431736 -2.541192 1.29 0.40 -1.19
C -7.233802 6.377476 -3.150222 0.76 1.90 -1.59
C -6.239552 7.276456 -4.017682 -2.62 -1.95 -2.21
C -5.153542 7.773026 -3.238472 2.24 1.46 2.53
N -6.921462 8.412526 -4.672362 -0.41 -0.02 1.21
H -7.628782 5.349366 -0.914662 -0.34 0.19 0.12
H -6.604772 3.972326 -1.146262 0.65 0.22 0.00
H -7.944432 4.084366 -2.127342 -0.55 0.31 -0.54
H -8.120252 5.980696 -3.645062 0.36 -0.72 -1.12
H -7.806972 6.978166 -2.444002 0.62 0.77 0.87
H -5.744382 6.696376 -4.796402 -0.60 -0.58 -0.25
H -4.522632 8.477496 -3.780482 -0.15 -0.04 -0.23
H -4.489552 7.014786 -2.823382 -0.20 -0.23 -0.17
H -5.537272 8.311376 -2.371852 0.01 0.28 0.26
H -7.746492 8.173756 -5.203792 0.17 -0.81 -0.70
H -7.406832 8.751506 -3.854052 -0.06 1.31 0.32
C 11.899528 12.714436 -9.359282 2.28 -0.69 0.70
O 10.936118 11.759206 -9.635842 -2.59 -0.47 -0.35
C 10.719368 10.708726 -8.684882 1.16 0.52 0.83
C 9.784088 11.114346 -7.525162 0.20 -0.40 0.73
N 9.760538 10.081686 -6.448082 -0.05 -1.13 -0.07
C 8.697608 10.131986 -5.456062 -2.33 1.37 -0.64
C 8.671478 9.151926 -4.287532 1.10 0.60 -0.49
O 9.622258 9.605716 -3.354962 1.50 0.68 -0.05
C 9.619018 9.013176 -2.082562 -0.57 -1.02 -0.54
H 12.107498 12.937706 -8.312862 -0.67 -0.11 0.48
H 11.855538 13.688376 -9.846742 -0.89 -0.36 -0.45
H 12.826718 12.232516 -9.669392 0.64 0.39 -0.24
H 11.711108 10.394606 -8.359492 0.26 0.17 0.74
H 10.369808 9.764286 -9.101962 -0.53 0.52 -0.79
H 8.805898 11.272246 -7.979362 -0.31 -0.50 0.25
H 10.011698 12.096246 -7.110232 0.49 0.25 -0.04
H 10.581338 10.033856 -5.861482 0.72 0.42 -0.69
H 7.722998 9.965236 -5.914782 -0.08 -0.28 -0.67
H 8.575178 11.172856 -5.156552 0.12 0.23 0.89
H 8.881988 8.207556 -4.789462 0.47 -0.66 0.54
H 7.724928 9.037226 -3.759342 -0.48 0.37 -0.41
H 8.594978 9.108846 -1.721622 -0.03 -0.29 0.62
H 10.336208 9.395806 -1.356382 -0.06 0.81 -0.51
H 9.912268 7.968966 -2.190832 -0.34 -0.42 0.16
C -9.314992 -5.285254 0.591758 -0.36 -1.77 -1.46
O -10.011332 -4.533124 1.515448 1.95 0.29 1.52
C -9.125922 -4.366284 2.680168 -1.19 0.46 -0.38
C -9.883752 -3.488494 3.591648 0.15 0.98 0.45
N -9.975682 -2.145444 2.906578 0.69 -2.32 0.64
C -11.125232 -1.371704 3.223788 -0.83 0.43 0.17
C -12.460142 -2.027594 2.871378 0.20 -0.26 0.76
O -13.022442 -2.706294 3.998468 2.33 2.50 1.04
C -14.266082 -3.144054 3.768438 -1.51 -2.55 -1.50
H -10.008062 -5.505684 -0.220132 0.14 0.20 -0.26
H -9.031282 -6.266904 0.971208 -0.12 -0.30 0.47
H -8.369052 -4.927014 0.185618 -0.06 0.95 0.08
H -8.222902 -3.804994 2.440158 0.36 -0.56 -0.55
H -8.964532 -5.299784 3.219278 0.33 -0.34 -0.56
H -9.306692 -3.446144 4.515398 -0.17 0.39 0.25
H -10.796952 -4.049344 3.790678 -0.60 0.64 0.14
H -10.099662 -2.506374 1.971448 0.02 0.69 -0.62
H -11.056112 -0.437524 2.666438 0.01 0.08 -0.14
H -11.115692 -1.070954 4.271428 -0.09 -0.16 0.14
H -12.308992 -2.795574 2.112788 0.04 0.07 -0.51
H -13.114922 -1.243884 2.490358 -0.51 -0.12 0.06
H -14.123082 -3.976954 3.080018 -0.56 -0.63 -0.55
H -14.933372 -2.488294 3.209128 -0.18 0.62 0.51
H -14.716492 -3.635034 4.631088 -0.03 0.68 0.30
C 1.857378 -2.290694 1.783278 -0.05 -0.18 -0.32
O 0.661608 -2.702224 1.128058 0.83 0.88 0.26
C -0.408592 -1.733044 1.217268 0.20 -1.69 -0.32
C -0.531092 -0.961604 -0.122112 0.21 -0.74 0.60
N 0.485318 0.068436 -0.294662 -0.38 -0.39 0.02
C 0.023378 1.157426 -1.101782 0.60 1.06 0.04
C 1.263578 1.964866 -1.461662 -0.75 1.18 -0.50
O 1.870198 1.539276 -2.704422 -0.25 -1.38 2.44
C 1.607348 2.431606 -3.684002 0.33 2.16 -1.73
H 2.372488 -1.460694 1.299698 -0.16 0.19 -0.29
H 2.544098 -3.136994 1.765538 -0.13 -0.06 0.18
H 1.651078 -1.971704 2.804938 0.01 -0.17 0.23
H -0.331372 -1.205254 2.167838 0.32 0.87 -0.37
H -1.194682 -2.452004 1.448028 -0.96 0.52 -0.73
H -1.528512 -0.556884 -0.293742 -0.06 0.23 0.42
H -0.391592 -1.676614 -0.932922 -0.24 -0.51 0.13
H 1.256518 -0.295604 -0.835802 0.26 -0.55 0.30
H -0.716832 1.735436 -0.548522 0.18 0.30 0.25
H -0.476622 0.948336 -2.047492 -0.08 -0.69 -0.33
H 1.967178 2.027836 -0.631552 0.31 -0.65 -0.17
H 0.943198 2.999606 -1.583282 0.00 0.21 -0.19
H 0.577298 2.604726 -3.995652 -0.56 -0.73 0.12
H 2.191508 2.217716 -4.579042 0.00 -0.27 0.06
H 1.897368 3.427486 -3.349002 0.38 0.39 -0.10
C -1.233332 4.644226 6.813248 -1.63 -0.34 -0.28
O -1.391712 3.695916 7.868318 0.63 -0.10 -1.09
C -2.478012 3.772666 8.797398 2.17 0.94 -0.83
C -2.231632 2.594456 9.746568 -1.07 0.10 1.40
N -2.631172 2.876566 11.128468 -1.44 0.30 1.11
C -3.975462 3.472006 11.363928 -0.55 -2.13 0.24
C -5.124952 2.289046 11.563188 0.51 3.03 -0.14
O -6.347322 2.949196 11.994718 -0.65 -0.57 -1.85
C -7.451912 2.910266 11.015438 0.76 -0.51 1.87
H -0.917422 5.657856 7.059928 0.81 -0.22 0.63
H -2.172782 4.873576 6.310298 -0.71 -0.29 0.10
H -0.679432 4.178346 5.998228 0.61 0.10 0.49
H -3.433722 3.867266 8.281858 -0.24 -0.64 -0.04
H -2.319902 4.742786 9.268538 -0.31 0.03 0.83
H -1.216582 2.210386 9.847818 0.30 0.79 -0.66
H -2.762872 1.701096 9.418228 -0.38 0.08 -0.18
H -1.977412 3.365736 11.722958 0.42 -0.13 -0.60
H -4.186152 4.196796 10.577548 -0.73 -0.31 -0.38
H -4.062382 4.081946 12.263108 0.59 -0.28 0.27
H -4.905872 1.626226 12.400308 0.66 -0.09 -0.42
H -5.198452 1.799246 10.592208 -0.38 -0.39 0.20
H -7.174862 3.402886 10.083408 -0.27 0.13 0.10
H -8.312262 3.296516 11.561978 0.21 0.94 -0.34
H -7.824942 1.898446 10.856798 0.68 -0.44 -0.42
C 7.953258 -10.758884 0.294808 1.44 -1.51 0.64
C 8.561328 -9.792564 1.293868 -2.35 1.06 -0.32
C 7.502918 -9.420584 2.349388 -0.21 -0.62 0.77
O 9.704988 -10.361794 1.862808 0.35 -0.23 -0.24
H 7.146348 -10.409864 -0.349542 0.10 0.13 0.39
H 7.726008 -11.658934 0.866088 -0.81 -0.12 -0.08
H 8.796758 -11.125594 -0.290112 -0.07 0.24 -0.60
H 8.718188 -8.916054 0.665198 0.85 0.53 0.34
H 7.732738 -8.588184 3.014508 0.19 0.38 -0.40
H 7.347768 -10.234684 3.057388 0.42 -0.50 -0.04
H 6.487488 -9.322354 1.965508 0.18 0.53 -0.49
H 10.146418 -9.729354 2.434438 -0.08 0.12 0.02
C 1.402568 -6.502134 -4.538272 0.68 1.17 -1.48
C 1.925388 -7.011284 -5.951902 0.18 -1.71 2.61
C 3.165198 -7.971454 -5.873612 -0.76 -0.07 -0.06
O 0.785548 -7.730064 -6.395412 -0.27 -0.08 -0.60
H 0.702788 -7.119864 -3.975402 0.40 -0.58 -0.45
H 0.828748 -5.623514 -4.833002 -0.16 0.23 0.39
H 2.203998 -6.151724 -3.887862 0.08 -0.09 -0.04
H 2.163418 -6.182284 -6.618382 -0.07 0.18 0.11
H 2.936218 -8.938294 -5.425412 -0.65 0.03 0.15
H 4.014268 -7.649334 -5.270762 0.00 0.64 -0.36
H 3.460558 -8.227074 -6.891212 0.39 0.24 -0.08
H 1.002658 -8.332134 -7.110942 0.17 0.05 -0.17
C -5.703762 -1.192574 -6.550432 1.79 -0.86 -0.68
C -4.465672 -0.342664 -6.941942 -0.35 0.04 0.63
C -3.919622 -0.671864 -8.337182 -1.31 0.92 -0.93
O -4.861522 1.039026 -6.766652 0.53 -0.15 -1.00
H -6.199662 -0.949994 -5.610572 -0.03 0.51 -0.28
H -5.322672 -2.204054 -6.409772 -0.18 -0.33 -0.05
H -6.340912 -1.216654 -7.434492 -0.46 0.16 0.37
H -3.575662 -0.476474 -6.327062 -0.29 -0.42 0.75
H -4.584142 -0.274184 -9.104232 -0.24 0.62 0.01
H -3.976222 -1.712044 -8.658002 0.50 -0.33 0.89
H -2.947432 -0.225624 -8.546552 0.05 -0.24 0.27
H -5.067542 1.128996 -5.833342 -0.02 0.07 0.02
C -3.113992 -10.554334 5.067078 1.02 -0.60 -1.23
C -2.213862 -11.120644 3.921938 0.15 0.41 0.78
C -1.112442 -10.235964 3.332468 -0.75 -0.29 0.99
O -1.575672 -12.301774 4.453718 -1.03 -0.66 -1.19
H -3.948332 -11.236494 5.230228 0.08 -0.05 -0.04
H -3.520562 -9.583464 4.783848 0.24 0.20 0.50
H -2.454652 -10.625184 5.932148 -0.39 0.83 0.38
H -2.880502 -11.267884 3.072228 0.04 -1.40 0.07
H -1.580502 -9.436114 2.758658 0.40 0.28 0.14
H -0.487002 -10.859774 2.693898 -0.06 0.13 -0.03
H -0.539472 -9.909894 4.200498 0.37 0.62 -0.32
H -0.934792 -12.102514 5.140128 -0.07 0.53 -0.04
```
Forces are in eV/Å.